Here is 9 unconnected molecules or ions with the total composition C13H44N6O9 at a distorted geometry from OMol25. Energies are from ωB97M-V/def2-TZVPD.

Each line ends with the Löwdin charge.
Atoms and positions in Å:
C: 4.879 0.516 -0.410  -0.194
O: 5.150 -0.165 -1.567  -0.145
H: 4.722 1.598 -0.523  0.083
H: 5.784 0.282 0.207  0.098
H: 4.055 0.017 0.069  0.045
H: 4.394 -0.053 -2.180  0.019
C: -1.455 -2.819 -0.700  -0.089
O: -0.332 -1.931 -1.030  -0.176
H: -1.823 -3.402 -1.532  0.082
H: -2.237 -2.078 -0.501  0.056
H: -1.241 -3.474 0.157  0.076
H: -0.376 -1.287 -0.342  -0.011
C: 0.862 0.083 1.765  -0.098
O: -0.336 -0.468 1.163  -0.153
H: 0.771 1.099 2.176  0.083
H: 1.752 0.061 1.114  0.069
H: 1.086 -0.552 2.599  0.075
H: -0.830 -0.602 1.969  0.004
C: -1.890 2.314 2.518  -0.127
O: -2.924 3.077 1.849  -0.141
H: -2.333 2.038 3.486  0.087
H: -1.050 2.968 2.691  0.082
H: -1.633 1.485 1.881  0.032
H: -3.684 2.567 2.084  0.058
C: 2.234 1.179 -2.268  -0.525
O: 2.404 2.517 -1.875  -0.142
N: 2.985 0.547 -3.162  0.131
N: 1.276 0.456 -1.716  0.189
H: 3.649 0.974 -3.801  0.134
H: 2.831 -0.419 -3.513  0.148
H: 0.641 1.050 -1.132  0.071
H: 1.033 -0.535 -1.907  0.115
C: -0.386 3.560 -0.597  -0.577
O: -0.194 2.287 -0.124  -0.103
N: -1.396 4.323 -0.247  0.174
N: 0.448 4.251 -1.275  0.181
H: -1.870 3.949 0.569  0.081
H: -1.600 5.138 -0.724  0.097
H: 1.358 3.844 -1.489  0.067
H: 0.207 5.242 -1.458  0.142
C: -3.061 -1.410 2.605  -0.597
O: -2.179 -0.494 3.124  -0.111
N: -4.248 -1.100 2.222  0.186
N: -2.627 -2.572 2.202  0.176
H: -4.505 -0.143 2.383  0.120
H: -4.870 -1.703 1.728  0.123
H: -1.675 -2.856 2.479  0.146
H: -3.145 -3.219 1.644  0.110
C: 3.392 -2.752 1.750  -0.012
C: 2.655 -2.745 0.418  -0.642
C: 3.553 -3.213 -0.693  -0.042
O: 1.577 -3.417 0.354  -0.020
H: 4.067 -3.588 1.803  0.073
H: 2.619 -2.792 2.500  0.072
H: 3.950 -1.819 1.838  0.078
H: 2.302 -1.755 0.142  0.101
H: 4.122 -4.110 -0.471  0.076
H: 4.370 -2.550 -0.891  0.054
H: 2.931 -3.369 -1.607  0.096
H: 0.966 -3.132 -0.354  0.073
C: -2.035 0.504 -2.126  -0.043
C: -3.266 1.077 -1.573  -0.688
C: -3.733 0.304 -0.349  -0.040
O: -3.211 2.272 -1.327  0.041
H: -2.100 -0.516 -2.498  0.087
H: -1.272 0.454 -1.335  0.047
H: -1.664 1.199 -2.866  0.098
H: -4.001 0.977 -2.363  0.145
H: -3.988 -0.691 -0.639  0.061
H: -4.570 0.776 0.147  0.077
H: -2.886 0.230 0.357  0.075
H: -2.406 2.515 -0.827  0.080

Calculated values
Structure (SMILES) = NC(N)=O.NC(N)=O.NC(N)=O.CC(C)O.CC(C)O.CO.CO.CO.CO
Gap between HOMO and LUMO = 0.3416 Ha
ΔE to the lowest compared entry with this formula, charge and spin = 138.5 kcal per mole
Maximum force = 0.2271 hartree/bohr



Here is 2 unconnected molecules or ions with the total composition C5H8FN at a distorted geometry from OMol25. Energies are from ωB97M-V/def2-TZVPD.

Each line ends with the natural charge from an NBO analysis.
Atoms and positions in Å:
C: -0.813 1.846 0.162  -0.586
C: -2.637 -1.064 -0.151  -0.034
C: -1.000 0.563 0.026  0.285
C: 2.373 0.040 0.176  -0.735
C: 1.168 -0.702 -0.281  0.279
N: -1.732 -0.402 0.438  -0.455
F: 0.999 -1.960 0.316  -0.371
H: -1.649 2.512 0.328  0.216
H: 0.187 2.331 0.031  0.220
H: -2.987 -1.094 -1.199  0.160
H: -3.206 -1.836 0.448  0.166
H: 3.199 0.015 -0.557  0.229
H: 2.860 -0.328 1.087  0.241
H: 2.050 1.002 0.526  0.237
H: 1.187 -0.924 -1.351  0.149

Calculated values
Gap between HOMO and LUMO (spin up / spin down) = 0.3010 / 0.3008 Ha
ΔE to the lowest compared entry with this formula, charge and spin = 115.5 kcal per mole
Maximum force = 0.0648 hartree/bohr



Here is a molecular structure, C10H24AlBCuNO5 from OMol25. Energies are from ωB97M-V/def2-TZVPD.

Each line ends with the natural charge from an NBO analysis.
Atoms and positions in Å:
C: 2.507 0.394 2.578  -0.680
C: 2.931 0.176 1.097  -0.448
C: 2.686 -1.229 0.549  -0.437
C: 1.203 -1.552 0.755  -0.036
O: 0.419 -0.441 0.496  -0.969
Al: -0.470 -0.153 -1.034  1.641
C: 0.531 -0.990 -2.620  -1.067
C: 1.593 -0.163 -3.190  0.788
O: 1.502 0.752 -3.965  -0.608
O: 2.885 -0.502 -2.710  -0.766
O: -0.567 1.582 -1.291  -0.955
C: 0.061 2.565 -0.539  -0.022
C: -0.911 3.267 0.414  -0.634
B: -2.434 -1.075 -0.877  0.470
O: -3.134 -1.616 -1.964  -0.925
N: -3.066 -1.260 0.422  -0.724
C: -4.232 -2.139 0.488  -0.411
C: -3.235 -0.009 1.165  -0.401
H: 1.816 1.236 2.630  0.255
H: 3.341 0.626 3.283  0.135
H: 2.017 -0.482 2.992  0.283
H: 2.395 0.888 0.474  0.270
H: 4.052 0.329 0.897  0.087
H: 2.904 -1.216 -0.520  0.256
H: 3.339 -1.980 1.003  0.201
H: 1.035 -1.856 1.800  0.143
H: 0.959 -2.435 0.148  0.179
H: -0.254 -1.079 -3.376  0.242
H: 0.884 -1.992 -2.369  0.232
H: 3.282 0.322 -2.405  0.469
H: 0.507 3.315 -1.209  0.150
H: 0.899 2.158 0.057  0.103
H: -0.623 4.309 0.579  0.191
H: -1.905 3.262 -0.031  0.223
H: -0.962 2.773 1.387  0.192
H: -2.886 -1.156 -2.767  0.490
H: -4.291 -2.755 -0.406  0.217
H: -5.175 -1.589 0.584  0.170
H: -4.161 -2.807 1.354  0.174
H: -3.449 0.855 0.528  0.184
H: -4.060 -0.120 1.869  0.189
H: -2.332 0.240 1.734  0.194
Cu: 4.402 1.549 1.988  0.957

Calculated values
Gap between HOMO and LUMO = 0.1220 Ha
ΔE to the lowest compared entry with this formula, charge and spin = 0.0 kcal per mole
Maximum force = 0.0187 hartree/bohr



Here is 24 unconnected molecules or ions with the total composition C8H53BBrClFO24 at a distorted geometry from OMol25. Energies are from ωB97M-V/def2-TZVPD.

Each line ends with the Löwdin charge.
Atoms and positions in Å:
O: -1.972 2.577 0.082  -0.054
C: -1.162 1.618 -0.114  -0.677
Cl: -1.586 -0.097 0.450  0.564
C: 0.212 1.943 -0.872  -0.130
B: 1.579 1.470 -0.045  -1.171
F: 2.011 0.102 -0.412  -0.097
Br: 1.374 1.528 1.949  0.658
C: 2.783 2.466 -0.612  -0.119
C: 3.395 3.634 0.200  -0.050
C: 4.484 4.532 -0.447  -0.082
C: 4.896 4.206 -1.904  -0.096
C: 4.335 3.036 -2.750  -0.072
C: 3.241 2.152 -2.088  -0.029
H: 0.283 1.526 -1.935  0.113
H: 0.290 3.092 -0.936  0.129
H: 3.047 3.841 1.275  0.050
H: 4.911 5.381 0.181  0.082
H: 5.676 4.870 -2.398  0.053
H: 4.654 2.772 -3.809  0.077
H: 2.757 1.286 -2.649  0.090
O: -2.021 -3.633 -0.628  -0.063
H: -2.181 -2.706 -0.397  0.002
H: -1.148 -3.821 -0.252  0.016
O: 1.101 -3.888 -0.844  -0.062
H: 2.014 -4.121 -0.629  0.026
H: 1.162 -3.489 -1.721  0.022
O: -2.609 -5.904 1.692  -0.058
H: -2.784 -6.625 1.075  0.005
H: -2.839 -5.108 1.193  0.024
O: 7.816 4.412 -2.814  -0.065
H: 8.360 3.724 -2.412  0.043
H: 8.450 5.097 -3.061  0.039
O: 0.147 -3.076 -4.033  -0.042
H: -0.306 -3.090 -3.180  0.011
H: -0.432 -3.587 -4.612  0.042
O: -0.868 -8.028 0.178  -0.049
H: -0.501 -7.944 1.068  0.064
H: -0.906 -7.117 -0.145  0.050
O: 3.391 -1.656 -2.215  -0.077
H: 4.144 -1.074 -2.368  0.028
H: 2.904 -1.223 -1.499  0.002
O: 2.149 5.046 3.297  -0.091
H: 1.698 5.035 4.151  0.003
H: 1.570 4.526 2.722  -0.007
O: 6.883 4.202 1.326  -0.067
H: 7.614 4.061 1.942  0.038
H: 6.182 3.625 1.659  0.049
O: -0.955 2.714 -4.070  -0.062
H: -1.399 2.705 -3.212  0.025
H: -1.539 2.198 -4.640  0.032
O: -3.347 -9.681 0.613  -0.059
H: -2.589 -9.092 0.472  0.000
H: -3.840 -9.262 1.330  0.054
O: -5.360 -8.345 -1.045  -0.068
H: -4.511 -8.666 -0.705  -0.003
H: -5.759 -9.126 -1.448  0.040
O: -2.717 -1.859 -3.468  -0.057
H: -2.256 -2.011 -4.301  0.023
H: -2.352 -2.526 -2.872  -0.003
O: 8.968 6.326 0.339  -0.063
H: 9.700 6.189 0.951  0.028
H: 8.269 5.747 0.675  -0.002
O: 1.206 -3.234 2.513  -0.065
H: 1.031 -3.955 1.896  0.008
H: 0.976 -2.438 2.014  0.031
O: -0.052 4.036 5.157  -0.059
H: -0.502 4.025 6.010  0.040
H: -0.628 3.517 4.578  0.030
O: -8.393 -8.969 -0.403  -0.070
H: -7.639 -8.381 -0.544  0.013
H: -8.887 -8.548 0.312  -0.003
O: -2.718 4.024 3.013  -0.053
H: -2.809 3.315 2.359  0.034
H: -3.412 4.651 2.775  0.022
O: 2.418 -6.101 0.093  -0.048
H: 3.264 -6.423 0.430  0.052
H: 2.016 -6.880 -0.312  0.041
O: -2.936 7.119 2.733  -0.060
H: -2.389 6.435 3.147  0.037
H: -2.305 7.810 2.493  0.045
O: -3.817 6.187 -0.085  -0.063
H: -3.457 6.285 0.808  -0.011
H: -3.860 7.090 -0.420  0.024
O: -10.123 -6.888 1.203  -0.053
H: -10.576 -6.903 2.056  0.044
H: -10.702 -7.399 0.623  0.042
O: -3.050 10.444 2.029  -0.059
H: -3.509 10.435 2.879  0.040
H: -3.620 9.921 1.451  0.033

Calculated values
Gap between HOMO and LUMO = 0.2526 Ha
Charge = -1
Maximum force = 0.1139 hartree/bohr



Here is 2 unconnected molecules or ions with the total composition C6H10N at a distorted geometry from OMol25. Energies are from ωB97M-V/def2-TZVPD.

Each line ends with the natural charge from an NBO analysis.
Atoms and positions in Å:
C: 2.986 0.625 0.131  -0.225
C: 1.872 0.039 -0.159  0.069
C: 2.951 -0.888 -0.459  -0.375
C: -1.364 -1.383 0.193  -0.481
C: -1.608 -0.591 -1.087  -0.451
C: -0.736 -0.052 0.005  0.150
N: -1.178 1.053 0.946  -0.730
H: 3.565 1.327 0.677  0.260
H: 3.179 -1.115 -1.596  0.208
H: 2.969 -1.836 0.076  0.208
H: -2.216 -1.500 0.839  0.229
H: -0.866 -2.293 -0.073  0.263
H: -1.262 -1.000 -2.005  0.262
H: -2.654 -0.261 -1.244  0.233
H: -1.020 0.677 1.886  0.449
H: -2.114 1.290 0.825  0.438
H: -0.366 1.776 0.686  0.494

Calculated values
Gap between HOMO and LUMO (spin up / spin down) = 0.3071 / 0.2902 Ha
ΔE to the lowest compared entry with this formula, charge and spin = 171.6 kcal per mole
Charge = +1
Maximum force = 0.1092 hartree/bohr



Here is 2 unconnected molecules or ions with the total composition CClNS3 at a distorted geometry from OMol25. Energies are from ωB97M-V/def2-TZVPD.

Each line ends with the natural charge from an NBO analysis.
Atoms and positions in Å:
C: -1.353 -1.233 0.486  0.193
N: -0.497 -0.965 -0.207  -0.349
S: 0.552 2.236 0.380  -0.248
S: 2.781 0.556 -1.181  -0.217
S: 0.959 1.090 -1.084  0.453
Cl: -2.441 -1.685 1.605  0.168

Calculated values
Gap between HOMO and LUMO = 0.2710 Ha
ΔE to the lowest compared entry with this formula, charge and spin = 17.6 kcal per mole
Maximum force = 0.0366 hartree/bohr



Here is 2 unconnected molecules or ions with the total composition C3H10N2O at a distorted geometry from OMol25. Energies are from ωB97M-V/def2-TZVPD.

Each line ends with the natural charge from an NBO analysis.
Atoms and positions in Å:
C: -0.571 -0.910 1.691  -0.643
C: -1.832 -1.130 0.772  -0.231
N: -1.726 -0.527 -0.618  -0.861
H: 0.202 -1.673 1.304  0.201
H: -0.711 -1.134 2.784  0.220
H: -0.160 0.123 1.608  0.233
H: -2.770 -0.893 1.388  0.158
H: -2.068 -2.151 0.824  0.189
H: -1.561 0.475 -0.524  0.371
H: -2.657 -0.741 -1.029  0.372
C: 1.917 1.059 -0.659  0.524
N: 1.223 0.110 -1.464  -0.856
O: 1.438 1.700 0.275  -0.595
H: 2.690 1.438 -1.294  0.099
H: 0.408 -0.340 -1.096  0.423
H: 1.555 0.104 -2.418  0.393

Calculated values
Structure (SMILES) = NC=O.CCN
Gap between HOMO and LUMO = 0.3915 Ha
ΔE to the lowest compared entry with this formula, charge and spin = 35.8 kcal per mole
Maximum force = 0.0862 hartree/bohr



Here is a molecular structure, C37H43ClFeN7O3SeSi from OMol25. Energies are from ωB97M-V/def2-TZVPD.

Each line ends with the Mulliken spin population.
Atoms and positions in Å:
Fe: -1.634 1.215 1.453  3.707
O: 0.448 3.465 -1.447  0.015
C: -0.335 2.809 -0.748  0.011
N: -0.480 2.717 0.564  0.028
C: 0.047 3.632 1.480  0.010
C: 1.134 4.472 1.266  0.000
C: 1.547 5.347 2.267  0.001
C: 0.874 5.394 3.476  0.000
C: -0.227 4.573 3.703  -0.002
C: -0.650 3.684 2.718  -0.005
N: -1.708 2.777 2.830  0.057
C: -2.672 2.838 3.735  0.004
O: -2.877 3.638 4.655  0.018
C: -3.673 1.696 3.556  0.014
C: -4.704 1.534 4.472  0.001
C: -5.576 0.473 4.318  0.003
C: -5.396 -0.404 3.256  0.000
C: -4.348 -0.171 2.384  0.010
N: -3.517 0.860 2.524  0.001
C: -1.398 1.981 -1.467  -0.007
C: -1.331 1.800 -2.843  -0.003
C: -2.341 1.096 -3.473  0.005
C: -3.402 0.615 -2.716  -0.004
C: -3.385 0.836 -1.350  0.008
N: -2.405 1.492 -0.734  0.049
H: 1.645 4.427 0.316  0.001
H: 2.401 5.991 2.093  0.000
H: 1.198 6.076 4.253  0.000
H: -0.774 4.615 4.633  0.001
H: -4.775 2.248 5.280  0.000
H: -6.385 0.321 5.022  0.000
H: -6.046 -1.256 3.109  -0.001
H: -4.139 -0.832 1.550  0.001
H: -0.493 2.230 -3.373  -0.001
H: -2.309 0.929 -4.544  0.000
H: -4.218 0.069 -3.168  -0.001
H: -4.176 0.457 -0.713  0.000
C: 1.063 -3.833 0.086  0.002
C: 2.167 -3.222 -0.804  -0.007
C: 3.398 -4.141 -0.705  0.000
C: 2.570 -1.862 -0.224  0.011
C: 1.709 -3.106 -2.304  0.000
O: 1.203 -4.358 -2.775  0.000
C: 2.889 -2.693 -3.211  0.000
C: 2.572 -2.541 -4.704  0.000
C: 1.924 -1.244 -5.134  0.000
C: 2.395 -0.009 -4.696  0.000
C: 1.795 1.177 -5.093  0.000
C: 0.716 1.128 -5.960  0.000
Cl: -0.052 2.606 -6.463  0.000
C: 0.232 -0.083 -6.423  0.000
C: 0.838 -1.257 -6.003  0.000
C: 0.578 -2.102 -2.569  -0.002
N: -0.578 -2.127 -1.704  0.002
C: -0.881 -1.229 -0.766  0.007
N: -2.016 -1.529 -0.176  0.023
C: -2.385 -2.658 -0.835  -0.001
N: -1.550 -3.061 -1.771  0.001
H: 1.523 -4.294 0.962  -0.001
H: 0.490 -4.594 -0.442  0.000
H: 0.376 -3.081 0.469  -0.001
H: 3.632 -4.295 0.348  0.000
H: 4.283 -3.711 -1.174  0.000
H: 3.233 -5.135 -1.136  0.000
H: 2.926 -2.003 0.799  0.000
H: 1.733 -1.170 -0.147  -0.007
H: 3.374 -1.385 -0.788  0.000
H: 1.790 -5.056 -2.465  0.000
H: 3.647 -3.471 -3.126  0.000
H: 3.344 -1.776 -2.830  0.000
H: 1.945 -3.378 -5.019  0.000
H: 3.516 -2.643 -5.248  0.000
H: 3.239 0.041 -4.018  0.000
H: 2.152 2.130 -4.727  0.000
H: -0.615 -0.104 -7.096  0.000
H: 0.449 -2.207 -6.351  0.000
H: 0.219 -2.268 -3.582  0.000
H: 0.971 -1.087 -2.517  0.001
H: -0.244 -0.394 -0.520  -0.045
H: -3.290 -3.203 -0.619  0.000
C: 2.366 1.507 3.591  0.003
Si: 1.064 0.265 4.112  0.007
C: 1.968 -1.182 4.916  0.003
C: -0.039 1.062 5.404  -0.001
Se: -0.132 -0.606 2.422  0.082
H: 2.976 1.802 4.451  0.000
H: 1.913 2.408 3.174  -0.001
H: 3.026 1.082 2.830  -0.001
H: 2.529 -0.853 5.797  0.000
H: 2.672 -1.628 4.209  0.000
H: 1.264 -1.958 5.223  0.001
H: 0.539 1.374 6.280  0.000
H: -0.817 0.367 5.729  0.000
H: -0.528 1.944 4.989  0.004

Calculated values
Multiplicity = 5
Expectation value of S² = 6.012
Gap between HOMO and LUMO (spin up / spin down) = 0.2340 / 0.2398 Ha
ΔE to the lowest compared entry with this formula, charge and spin = 0.0 kcal per mole
Charge = -1
Maximum force = 0.0098 hartree/bohr



Question: Which of these has the lowest maximum force?
Answer: C37H43ClFeN7O3SeSi



Question: What is the maximum force in the seventh record?
Answer: 0.0862 hartree/bohr



Question: Which of these has the highest maximum force?
Answer: C13H44N6O9